Entry 1:
43
Properties=species:S:1:pos:R:3:forces:R:3 method="wB97M-V/def2-TZVPD" total_charge=+1 s2=0.7727 multiplicity=2 lumo_energy_ev="-3.55 / -3.55" homo_ev="-11.914 / -11.616" e_above_lowest_ev=0.000 mol_weight_g_mol=429.3 gap_ev="8.3641 / 8.0637"
Mn -0.19102 -0.42893 -0.07704 0.650 0.873 -0.445
S -2.74098 3.88997 -5.69381 -0.039 0.096 -0.109
N -3.21634 3.79976 -4.15817 0.045 -0.050 -0.014
C -2.42644 2.91605 -3.57163 0.009 -0.085 0.195
C -2.50279 2.50466 -2.17641 -0.162 0.233 -0.186
C -3.45331 2.97728 -1.26966 -0.025 0.070 -0.105
C -3.44082 2.49746 0.02041 0.006 -0.015 0.026
C -2.47176 1.56595 0.38155 0.011 0.035 0.052
N -1.55666 1.12497 -0.47139 0.367 -0.622 0.409
C -1.57668 1.56967 -1.73562 0.045 0.046 -0.087
C -0.58892 0.98987 -2.63428 -0.053 0.100 0.026
N 0.21212 0.06222 -2.09861 -0.209 -0.488 0.574
C 1.10398 -0.54118 -2.86972 0.028 0.011 -0.043
C 1.25996 -0.22346 -4.21775 0.022 -0.021 0.084
C 0.44573 0.73777 -4.77338 0.004 0.016 -0.108
C -0.51206 1.35758 -3.97061 -0.050 0.183 -0.258
C -1.45657 2.35949 -4.44420 0.104 -0.126 0.082
N -1.52884 2.83031 -5.67825 -0.028 -0.003 0.075
H -4.18448 3.70306 -1.60266 -0.001 -0.019 0.032
H -4.16994 2.82179 0.74894 0.018 0.004 -0.005
H -2.43213 1.15672 1.38252 -0.018 -0.028 -0.009
H 1.70436 -1.31172 -2.40300 -0.016 -0.014 -0.006
H 2.00398 -0.74121 -4.80635 -0.017 0.016 0.007
H 0.52485 1.01448 -5.81738 -0.007 -0.021 0.028
C 0.24341 -1.75054 2.87167 0.076 -0.080 0.020
O 0.84114 -1.00846 1.79640 -0.634 -0.344 -0.208
C 2.05084 -0.35497 2.15142 -0.036 0.016 0.091
C 2.57637 0.25297 0.88366 0.069 0.042 -0.041
O 1.54032 0.99430 0.24152 -0.454 -0.187 -0.209
C 1.40330 2.34160 0.69966 -0.031 0.006 0.040
H 0.87496 -2.59981 3.13011 0.047 -0.007 0.014
H -0.72262 -2.09949 2.52469 -0.006 0.005 -0.015
H 0.11749 -1.10519 3.74151 -0.002 0.041 0.018
H 2.77411 -1.06915 2.55259 -0.031 -0.047 0.032
H 1.84465 0.40073 2.91447 -0.003 0.008 0.048
H 2.86006 -0.53446 0.18564 0.030 -0.012 -0.036
H 3.44624 0.88220 1.07826 -0.002 0.051 -0.043
H 2.32054 2.89378 0.49601 0.030 -0.005 -0.012
H 1.18241 2.37997 1.76838 -0.016 -0.012 -0.003
H 0.58081 2.78543 0.14607 0.001 0.000 -0.007
O -1.91017 -1.55007 0.54930 0.035 0.404 -0.136
N -1.74495 -2.47757 -0.27754 0.190 -0.238 0.187
O -0.67332 -2.32826 -0.90418 0.055 0.167 0.047

=====

Entry 2:
25
Properties=species:S:1:pos:R:3:forces:R:3 method="wB97M-V/def2-TZVPD" total_charge=0 lumo_energy_ev=1.07 homo_ev=-10.355 smiles=CC(C)C.CCC e_above_lowest_ev=2.007 mol_weight_g_mol=102.2 gap_ev=11.4253
C 0.27592 0.59834 -0.57414 -0.946 -3.654 0.121
C 1.56958 0.70198 -1.32951 1.173 3.484 1.161
C 1.32245 0.94060 -2.77727 -2.120 0.553 -1.158
C 2.21368 1.95740 -0.58259 -1.399 1.519 -3.054
H -0.60853 1.24723 -0.76839 1.332 0.338 0.093
H 0.53139 0.45572 0.48646 -0.620 0.389 -0.284
H -0.12660 -0.39408 -0.88667 -0.138 0.358 0.426
H 2.31662 -0.08763 -1.26165 -0.556 -0.587 0.629
H 2.11664 1.46557 -3.31682 -0.026 -0.252 0.082
H 1.08876 -0.03681 -3.25400 0.249 0.650 -0.037
H 0.35022 1.56220 -2.86785 1.568 -0.741 -0.119
H 3.16700 2.31008 -1.08612 -0.790 -0.504 1.238
H 1.43740 2.82668 -0.73988 1.436 -1.347 0.129
H 2.14601 1.78742 0.47285 0.977 -0.071 0.572
C -1.61448 -2.28226 0.76636 -2.757 -0.868 -0.542
C -2.18365 -1.19500 1.66048 -0.780 -1.246 1.918
C -1.12426 -0.70156 2.61158 0.060 4.359 -3.739
H -2.40693 -3.05661 0.56130 0.805 0.460 0.279
H -0.80608 -2.74045 1.26651 1.051 -0.738 0.171
H -1.35871 -1.93271 -0.22853 0.404 0.236 0.138
H -2.72902 -0.52063 1.07526 -0.268 1.716 -0.867
H -2.99312 -1.46850 2.42544 0.776 -0.815 -1.368
H -0.57481 -1.50135 2.88747 1.817 -2.194 1.731
H -0.46226 0.11629 2.16963 -0.173 -1.516 -0.104
H -1.54720 -0.05190 3.29007 -1.073 0.470 2.586

=====

Entry 3:
78
Properties=species:S:1:pos:R:3:forces:R:3 method="wB97M-V/def2-TZVPD" total_charge=0 s2=3.7889 multiplicity=4 lumo_energy_ev="-0.63 / -1.36" homo_ev="-7.611 / -7.909" e_above_lowest_ev=0.000 mol_weight_g_mol=824.6 gap_ev="6.9780 / 6.5516"
Tc -0.27329 0.23080 0.50911 -0.645 -0.075 1.835
O 1.63428 0.52317 0.57029 1.286 -0.341 0.960
C 2.59177 0.19344 1.46511 -1.411 -0.021 -0.205
C 3.90004 0.52293 1.11387 0.360 -0.432 0.759
C 4.92576 0.18940 1.99475 -0.117 0.199 -0.114
C 4.67100 -0.42371 3.23771 -0.169 -0.069 -0.154
C 3.37304 -0.74986 3.58949 -0.187 0.358 -0.484
C 2.29132 -0.45086 2.71139 1.199 0.575 -0.647
C 0.99213 -0.87354 3.05172 -2.045 0.069 -1.556
N -0.11058 -0.75815 2.27277 3.676 0.032 2.382
N -1.19929 -1.38051 2.81046 -1.991 0.286 -1.654
C -2.22884 -1.16597 1.99942 1.020 0.460 0.502
O -2.21840 -0.37626 0.94490 1.314 -0.314 0.642
C -3.48333 -1.83837 2.25151 -0.960 -0.663 0.495
C -3.61473 -2.68740 3.36365 -0.139 0.034 -0.340
C -4.78414 -3.41222 3.53861 -0.281 -0.042 -0.133
C -5.83902 -3.29811 2.61515 0.199 0.174 0.217
C -5.70920 -2.42668 1.53299 -0.008 -0.104 0.047
C -4.53881 -1.68985 1.34970 -0.122 -0.120 -0.078
H 4.03850 1.04428 0.17708 0.195 -0.026 0.038
H 5.96166 0.42081 1.73634 -0.335 -0.009 0.018
H 5.50844 -0.64556 3.89837 -0.286 0.010 -0.125
H 3.15118 -1.23473 4.53864 0.077 0.061 -0.165
H 0.88500 -1.42353 3.98308 -0.319 0.061 -0.097
H -2.77421 -2.77705 4.05012 -0.267 -0.027 -0.158
H -4.87250 -4.08449 4.39160 -0.040 0.158 -0.202
H -6.76785 -3.86549 2.75953 0.494 0.225 -0.091
H -6.51745 -2.33719 0.80857 0.138 0.013 0.188
H -4.42700 -1.01637 0.49075 -0.037 -0.370 0.450
C -0.78841 5.01140 -0.24455 -0.684 0.320 0.254
C 0.47892 4.44372 0.37869 1.058 0.188 -0.843
O 1.28398 5.53219 0.90239 -0.469 -0.427 -0.226
P 0.29213 3.29815 1.77415 -0.405 -2.008 0.296
O -0.34452 4.22571 2.88937 -0.058 -0.128 -0.501
O 1.75763 2.92489 2.20547 -0.589 0.410 -0.592
O -0.61073 2.02322 1.58330 1.161 2.021 -0.043
P 1.52666 3.46472 -0.84442 0.727 -1.395 0.821
O 1.76675 4.48681 -2.06783 0.223 -0.163 0.584
O 2.86444 3.33699 -0.05210 -1.787 0.312 -0.979
O 0.75349 2.21891 -1.25117 0.996 2.074 0.034
H -1.51186 5.24796 0.55281 0.143 0.063 -0.279
H -1.29347 4.32028 -0.94262 0.505 0.244 0.285
H -0.56583 5.95912 -0.77417 0.098 -0.632 0.286
H 2.21999 5.26601 0.86366 -0.261 -0.093 -0.087
H -0.26318 3.89029 3.77988 0.010 -0.194 0.520
H 2.39261 3.02272 1.34618 -0.307 -0.093 0.250
H 1.23385 4.26154 -2.82968 -0.245 -0.177 -0.276
O 1.59413 -2.37679 0.78034 0.131 -0.635 -0.374
S 1.02474 -2.62906 -0.51356 -1.593 0.923 0.774
O 0.29224 -3.85882 -0.75664 0.833 0.921 0.117
N -0.01251 -1.28040 -0.75316 0.600 -2.174 -1.601
C -0.76980 -1.29718 -1.96220 0.148 -0.041 1.003
C -0.84079 -2.30879 -2.92353 0.017 1.063 0.790
C -1.81065 -2.17543 -3.93396 -0.435 0.254 -0.516
C -2.69362 -1.11233 -3.99042 0.272 -0.193 -0.204
C -2.60521 -0.04586 -3.05457 0.288 -0.389 0.436
C -3.50021 1.04259 -2.99675 0.598 0.523 0.702
C -3.34159 1.97313 -1.96973 -0.435 -0.041 -0.670
C -2.30931 1.86588 -1.03885 1.328 -1.917 -0.287
N -1.42000 0.82823 -1.07684 -2.340 1.133 -1.889
C -1.59904 -0.13948 -2.04477 -0.346 0.403 -0.243
C 2.27789 -2.42622 -1.72060 0.403 0.045 -0.690
C 2.77420 -3.57537 -2.34913 0.303 0.442 -0.299
C 3.81588 -3.42634 -3.27551 -0.021 0.238 0.176
C 4.36145 -2.16118 -3.55358 -0.401 -0.376 0.210
C 3.84190 -1.03623 -2.91408 -0.176 -0.082 0.209
C 2.78823 -1.14767 -2.00292 0.198 -0.319 -0.113
H -0.19176 -3.17443 -2.82751 -0.375 0.159 -0.273
H -1.87923 -2.94516 -4.70694 0.000 0.177 0.331
H -3.46396 -1.07197 -4.76444 0.279 -0.020 0.236
H -4.27279 1.14885 -3.75695 0.081 -0.018 0.266
H -4.01831 2.82256 -1.86841 0.151 -0.266 -0.116
H -2.18658 2.58001 -0.23692 0.053 -0.169 -0.001
H 2.35557 -4.56309 -2.13440 0.112 0.451 -0.022
H 4.20276 -4.31499 -3.76762 -0.013 0.188 0.031
H 5.17485 -2.04751 -4.27366 -0.258 -0.124 0.250
H 4.25754 -0.04962 -3.10375 -0.076 -0.171 -0.060
H 2.39607 -0.24087 -1.53499 -0.039 -0.408 -0.005

=====

Entry 4:
83
Properties=species:S:1:pos:R:3:forces:R:3 method="wB97M-V/def2-TZVPD" total_charge=0 lumo_energy_ev=-0.25 homo_ev=-7.869 smiles="CC[C@@H](C)N1c2ccccc2Sc2cccc(Cl)c21.COC(=O)OC.COC(=O)OC.COC(=O)OC.COC(=O)OC" mol_weight_g_mol=650.1 gap_ev=7.6165
C 0.20378 0.37505 3.45991 0.427 0.532 -0.355
C 0.93351 1.54251 2.53961 -0.892 0.636 0.668
C 0.08146 1.79941 1.16298 -1.497 0.810 2.067
C -0.07693 3.42030 0.98104 1.292 0.031 -1.132
N 0.58065 1.05719 -0.05435 2.309 -1.476 0.508
C 1.98145 1.44165 -0.46034 4.298 1.606 -1.814
C 2.21804 2.77832 -1.43837 3.103 -2.074 1.201
C 3.72338 3.26938 -1.90908 -0.874 -2.928 2.323
C 5.07662 2.46149 -1.43767 -4.229 -1.299 1.255
C 4.89439 1.11762 -0.50719 -3.000 2.395 -1.410
C 3.36957 0.63763 -0.04887 -0.106 2.537 -1.809
S 3.22607 -0.94316 1.01469 -1.979 1.237 -1.831
C 1.46537 -1.54369 0.58671 -2.585 -0.877 -0.954
C 1.18307 -3.17140 0.73834 -3.476 2.157 -1.392
C -0.34908 -3.74250 0.39399 1.497 4.751 -0.169
C -1.49402 -2.62848 -0.09977 3.232 0.491 0.939
C -1.15394 -1.00291 -0.26844 2.629 -3.468 1.305
Cl -2.56022 0.09959 -0.81705 2.401 -1.646 0.915
C 0.37607 -0.43010 0.08425 -1.790 -3.589 0.168
H 0.62202 -0.66276 3.10328 -0.984 1.917 1.071
H 0.42104 0.62632 4.58394 -0.258 -0.892 -2.125
H -0.97316 0.40290 3.33073 2.488 -0.050 0.120
H 0.88286 2.55949 3.16199 0.105 -2.162 -1.370
H 2.06930 1.35074 2.33558 -2.233 0.141 0.325
H -1.01752 1.38258 1.37502 2.430 0.781 -0.689
H -0.40992 3.68039 -0.13260 0.352 -0.472 2.547
H 1.01591 3.88523 1.09034 -2.388 -0.860 -0.135
H -0.78331 3.90959 1.79311 1.430 -1.275 -1.794
H 1.27590 3.38407 -1.77742 2.110 -1.268 0.722
H 3.76287 4.24612 -2.58950 0.069 -2.459 1.695
H 6.13207 2.86479 -1.76963 -2.405 -1.068 0.818
H 5.84746 0.50726 -0.15386 -2.411 1.379 -0.816
H 2.04101 -3.92558 1.08335 -2.014 2.034 -0.835
H -0.59750 -4.90197 0.52010 0.526 2.977 -0.378
H -2.57035 -3.08727 -0.30224 2.505 1.502 0.365
C 4.99908 -5.92956 -1.04407 -0.023 0.450 -0.286
O 5.11978 -7.16833 -0.34765 -0.242 -0.138 1.050
C 4.76630 -7.10981 0.96113 -0.097 0.174 0.218
O 4.37150 -6.11787 1.55371 0.491 -1.319 -0.839
O 4.92818 -8.34620 1.49636 -0.040 1.012 -0.701
C 4.59144 -8.43553 2.87949 -0.177 -0.069 0.594
H 5.30747 -6.09300 -2.08039 -0.020 -0.255 0.294
H 3.95950 -5.58646 -1.04431 0.215 0.030 0.133
H 5.65754 -5.17358 -0.60417 -0.254 -0.091 0.023
H 3.53544 -8.19268 3.03613 0.247 0.069 0.017
H 5.23353 -7.77973 3.47632 -0.220 0.007 -0.141
H 4.75849 -9.46685 3.20201 0.023 0.162 -0.351
C -0.69198 -9.46792 3.06239 0.039 0.157 -0.502
O -0.88471 -9.92342 4.40013 0.814 -0.142 0.728
C 0.25817 -10.02971 5.12386 0.339 0.075 -0.101
O 1.38451 -9.77455 4.72732 -1.558 -0.347 0.540
O -0.06925 -10.46908 6.36526 0.076 0.352 -1.069
C 1.04320 -10.62895 7.24348 0.401 -0.066 0.356
H -1.67081 -9.42057 2.57717 0.084 -0.111 0.368
H -0.25542 -8.46403 3.05547 0.077 -0.246 0.007
H -0.06390 -10.16852 2.50270 0.020 0.215 0.154
H 1.54915 -9.67138 7.40381 0.001 -0.212 -0.164
H 1.74072 -11.37593 6.85099 -0.052 0.261 -0.011
H 0.66537 -10.98355 8.20632 -0.204 0.082 -0.326
C -1.19506 2.85104 -3.00513 0.105 -0.586 -0.075
O -1.47754 4.23295 -2.79375 -0.440 0.697 -0.675
C -2.09073 4.84371 -3.83885 -0.154 -0.108 -0.432
O -2.40167 4.31674 -4.89554 0.460 0.750 1.551
O -2.29804 6.14240 -3.50454 0.293 -1.130 -0.057
C -2.94079 6.91369 -4.51765 -0.266 0.404 -0.367
H -0.70546 2.46490 -2.10682 -0.187 0.236 -0.051
H -2.12034 2.28744 -3.16214 0.205 0.126 -0.118
H -0.51293 2.72149 -3.85159 -0.250 0.013 0.033
H -3.93600 6.51253 -4.73510 0.259 0.001 -0.072
H -2.32852 6.94657 -5.42463 -0.188 -0.164 0.111
H -3.05594 7.93450 -4.14317 0.100 -0.310 0.160
C -7.76889 8.54031 -3.62691 -0.096 -0.538 -0.032
O -7.59924 9.95168 -3.51114 0.949 0.558 -0.266
C -6.37434 10.39939 -3.88592 0.255 -0.204 -0.111
O -5.45320 9.71023 -4.29522 -1.261 0.946 0.572
O -6.35190 11.74674 -3.72640 -0.201 -1.095 -0.066
C -5.11482 12.35954 -4.08489 0.451 0.257 -0.130
H -8.78325 8.29399 -3.30106 0.175 0.353 -0.017
H -7.65491 8.22184 -4.66807 0.143 0.040 0.218
H -7.06157 8.01203 -2.97945 -0.020 0.097 -0.244
H -4.89474 12.19383 -5.14449 0.038 -0.112 0.241
H -4.30133 11.98397 -3.45580 -0.127 -0.053 -0.228
H -5.20999 13.43591 -3.91782 -0.268 -0.280 0.061

=====

Entry 5:
7
Properties=species:S:1:pos:R:3:forces:R:3 method="wB97M-V/def2-TZVPD" total_charge=-1 lumo_energy_ev=4.05 homo_ev=-4.342 e_above_lowest_ev=2.603 mol_weight_g_mol=85.0 gap_ev=8.3880
C 0.63138 0.44110 -0.82097 0.196 0.970 0.789
C -0.26702 -1.08076 1.73313 -1.796 -1.991 -0.173
N -0.77240 -2.14241 1.77056 0.442 -0.508 0.186
N 0.06701 0.88418 -1.72707 0.060 -0.376 -2.524
O -0.34594 1.14847 -2.84031 -0.385 0.334 0.243
O 0.07976 0.06304 1.63713 1.197 2.623 0.979
H 0.60721 0.68638 0.24753 0.288 -1.053 0.500

=====

Entry 6:
20
Properties=species:S:1:pos:R:3:forces:R:3 method="wB97M-V/def2-TZVPD" total_charge=0 lumo_energy_ev=-0.30 homo_ev=-9.703 smiles="CCOC(=O)/C(F)=[N+](/[O-])O.N=C=O" e_above_lowest_ev=0.000 mol_weight_g_mol=194.1 gap_ev=9.4010
C 2.01947 -0.58728 -2.03764 0.494 3.302 2.069
C 0.86445 -1.24765 -1.36532 -0.378 -2.251 -1.863
O 0.72370 -0.85387 -0.03661 0.250 0.460 0.386
C -0.43914 -0.93505 0.56837 -0.794 -0.401 -0.381
O -1.45578 -1.45079 0.11558 0.709 0.372 0.355
C -0.32288 -0.22794 1.84036 -1.277 -0.834 -0.601
F 0.82164 0.36058 2.01357 0.767 1.038 1.234
N -1.36847 0.05302 2.59827 -0.332 0.342 -0.376
O -1.43631 0.83853 3.51078 0.652 0.322 0.753
O -2.56809 -0.54155 2.26233 0.568 0.545 0.953
H 2.47076 -1.21325 -2.69874 1.417 -2.016 -1.785
H 1.56977 0.20063 -2.65812 0.666 0.279 0.319
H 2.83432 -0.14045 -1.35137 -1.440 -0.759 -0.949
H 0.93354 -2.37069 -1.43739 -0.044 1.001 0.391
H 0.05094 -0.95682 -2.03654 -0.735 -0.254 0.967
H -2.36723 -0.81429 1.36308 -0.579 -1.153 -1.522
N -0.23623 3.05663 0.09667 1.140 1.121 0.421
C -0.68572 2.18982 -0.57349 -1.314 0.003 0.406
O -1.27499 1.46295 -1.25532 0.131 -1.017 -0.991
H -0.13374 3.17748 1.08151 0.099 -0.101 0.213

=====

Entry 7:
9
Properties=species:S:1:pos:R:3:forces:R:3 method="wB97M-V/def2-TZVPD" total_charge=0 lumo_energy_ev=0.59 homo_ev=-8.718 e_above_lowest_ev=3.650 mol_weight_g_mol=59.1 gap_ev=9.3125
H -0.88659 -1.45024 -0.05978 -0.251 1.065 0.271
N -1.50785 -0.60780 -0.05539 2.203 2.688 0.733
C -0.81204 0.54396 0.06788 -3.609 -4.955 -2.511
N 0.56022 0.61944 0.16118 0.866 5.502 -2.724
N 1.30195 -0.48421 -0.06408 4.211 -4.520 1.811
H -1.48229 1.38897 -0.23432 1.408 -0.033 1.069
H 0.95120 1.35525 -0.53897 -1.311 -0.872 2.252
H 1.66442 -0.79812 0.99167 -0.421 0.791 -4.121
H 2.14523 -0.45160 -0.85782 -3.096 0.333 3.220

=====

Entry 8:
16
Properties=species:S:1:pos:R:3:forces:R:3 method="wB97M-V/def2-TZVPD" total_charge=0 lumo_energy_ev=-0.70 homo_ev=-8.508 e_above_lowest_ev=5.785 mol_weight_g_mol=125.1 gap_ev=7.8112
C 3.39107 -0.17727 0.13416 1.451 6.272 0.756
C 0.96100 -0.31821 0.04744 3.030 2.187 -1.970
C -0.25948 -0.85480 -0.11900 0.160 -3.060 -0.450
C -1.20667 0.19513 -0.06577 4.784 -0.596 -0.038
C -2.48188 0.23469 -0.08138 -3.859 0.003 1.441
C -0.38162 1.41778 0.02649 -0.630 0.544 -0.984
H 3.09051 0.77348 0.76461 0.577 -1.917 -0.511
H 3.56483 0.44852 -0.80001 0.679 -1.196 0.667
H 4.44024 -0.47066 0.63636 -2.925 -0.849 -1.293
H -0.58057 -1.87350 -0.49490 0.971 1.129 1.029
H -2.73192 1.25314 0.02643 -1.795 1.147 -0.244
H -3.16632 -1.66410 0.84142 -1.169 4.635 -3.662
H -1.06818 2.33454 0.03969 2.099 -0.483 0.004
N 0.91884 1.22824 -0.05064 -2.566 -2.112 1.636
O 2.24709 -0.89990 -0.11779 -3.033 -1.742 0.769
O -3.51147 -0.64798 0.07895 2.226 -3.963 2.850